The following is a quantum chemistry calculation of C24H40BN6Se2Te2Ti as an isolated structure in a non-equilibrium geometry, from the Open Molecules 2025 dataset.

Last column: Mulliken charge in e.
CARTESIAN COORDINATES (ANGSTROEM)
Ti 11.008 10.710 8.653  0.87
C 15.069 7.754 8.460  -1.54
C 14.485 9.108 8.517  0.28
C 15.094 10.286 8.189  -0.74
C 14.150 11.298 8.448  -0.56
N 13.010 10.708 8.848  0.25
N 13.241 9.345 8.950  0.59
B 12.320 8.372 9.719  -0.75
N 11.895 9.177 10.940  0.03
N 11.205 10.372 10.778  1.68
C 10.989 10.866 12.028  -0.92
C 11.483 9.929 12.927  -1.09
C 12.039 8.856 12.234  0.57
C 12.638 7.629 12.791  -1.49
C 10.318 12.161 12.399  2.60
C 11.435 13.064 12.928  -1.56
C 9.280 11.978 13.506  -1.73
C 9.666 12.800 11.196  -1.38
N 11.028 7.928 9.007  0.52
N 10.055 8.869 8.729  0.39
C 8.866 8.219 8.597  -0.99
C 9.134 6.853 8.671  -0.72
C 10.494 6.717 8.950  0.59
C 11.265 5.454 9.103  -1.49
C 7.545 8.925 8.547  2.55
C 6.500 7.828 8.721  -2.22
C 7.336 9.654 7.217  -1.43
C 7.423 9.902 9.731  -1.58
C 14.454 12.762 8.512  2.47
C 15.223 12.999 9.821  -1.79
C 13.164 13.582 8.488  -1.05
C 15.339 13.166 7.351  -1.69
H 16.075 7.797 8.063  0.43
H 14.421 7.095 7.858  0.25
H 15.136 7.278 9.464  0.26
H 16.133 10.338 7.911  0.51
H 12.969 7.388 9.993  -0.09
H 11.407 10.049 13.995  0.53
H 12.512 7.645 13.872  0.42
H 13.713 7.554 12.632  0.27
H 12.145 6.752 12.381  0.28
H 11.857 12.675 13.856  0.39
H 11.003 14.063 13.218  0.43
H 12.213 13.268 12.197  0.12
H 9.701 11.550 14.401  0.37
H 8.472 11.323 13.145  0.33
H 8.876 12.970 13.706  0.45
H 10.412 13.091 10.473  -0.17
H 9.166 13.710 11.473  0.40
H 8.959 12.098 10.743  0.24
H 8.410 6.065 8.471  0.56
H 10.548 4.663 9.030  0.42
H 11.766 5.403 10.090  0.28
H 12.043 5.344 8.325  0.25
H 6.456 7.109 7.889  0.38
H 5.521 8.337 8.732  0.46
H 6.664 7.273 9.636  0.48
H 7.444 8.946 6.381  0.38
H 8.042 10.476 7.087  -0.07
H 6.342 10.021 7.232  0.55
H 7.675 9.415 10.673  0.37
H 6.385 10.172 9.809  0.56
H 7.984 10.817 9.553  0.08
H 14.660 12.743 10.696  0.29
H 15.528 14.051 9.948  0.44
H 16.128 12.394 9.843  0.42
H 12.536 13.245 9.341  0.02
H 12.606 13.491 7.554  0.05
H 13.339 14.664 8.568  0.45
H 16.278 12.580 7.302  0.30
H 15.610 14.220 7.419  0.45
H 14.822 13.034 6.379  0.29
Se 10.796 9.860 6.315  -0.07
Te 11.775 11.794 5.074  -0.15
Te 9.464 13.030 5.492  -0.03
Se 9.744 12.749 8.018  -0.20

## Properties
frontier orbital gap	0.2200	Eh
net charge	+1
LUMO level	-4.29	eV
multiplicity	1